# 1
A structure of composition C17H39InN3O4, computed with ωB97M-V/def2-TZVPD.

Last column: Löwdin charge in e.
Element x y z (Å)
H -2.638 -2.425 -2.869  0.109
C -0.348 -0.711 2.129  -0.573
O 2.958 -1.301 4.887  -0.154
H 3.071 1.056 6.437  0.115
H -1.791 -3.202 -7.521  0.114
H 1.331 -1.589 -5.836  0.114
H 4.901 -1.217 5.565  0.111
H -1.439 1.103 -2.017  0.103
In 2.405 2.695 1.088  0.437
H 1.584 -2.416 5.926  0.113
H 1.101 -0.752 5.587  0.093
N 0.138 -1.122 3.223  0.137
C 4.057 -0.542 5.372  -0.210
O -1.719 -2.791 -5.502  -0.153
H -0.178 -1.497 -8.108  0.107
C -1.504 0.320 -2.770  -0.194
C -2.857 0.333 -3.468  -0.159
H 0.119 2.478 -0.519  -0.012
H 0.764 -0.256 0.553  0.070
C -3.689 -0.555 -2.543  -0.160
C -0.497 -1.513 -7.066  -0.170
H -2.677 -1.757 -6.999  0.112
H -0.666 0.440 -3.459  0.115
H 4.396 0.329 7.354  0.104
H -0.582 -1.092 0.195  0.051
C -1.763 -2.334 -6.851  -0.216
H 1.845 -0.501 7.881  0.105
H -2.177 2.933 2.460  0.095
O -1.395 -0.958 -2.129  -0.168
H -0.628 2.280 2.865  0.100
H 0.925 -1.732 3.034  0.045
C -1.708 1.214 1.335  -0.202
H 2.312 1.440 2.328  -0.120
O 3.220 4.485 1.791  -0.494
H -4.018 0.011 -1.669  0.111
H -0.474 -1.741 -4.237  0.095
C 1.940 -1.385 5.881  -0.230
H 3.098 -1.734 7.682  0.105
H -1.710 0.216 3.121  0.109
H -0.247 4.343 1.828  0.093
C 3.580 0.118 6.663  -0.171
H -0.088 -3.457 -4.418  0.124
N -1.535 0.007 2.148  0.019
H -4.566 -0.985 -3.024  0.110
H -2.770 1.278 1.129  0.101
H -1.484 4.116 0.641  0.089
H -3.254 1.340 -3.587  0.112
H 4.353 0.175 4.606  0.115
N 0.188 -1.039 0.856  0.118
H 0.877 -3.118 -6.598  0.111
C 0.432 3.222 0.189  -0.326
H -2.780 -0.128 -4.456  0.102
C -0.412 -2.563 -4.951  -0.188
H 0.659 4.105 -0.397  0.021
H 4.161 4.320 1.881  -0.091
C -0.673 3.605 1.160  -0.326
C -1.276 2.509 2.030  -0.203
H -0.656 -0.482 -6.742  0.110
H 3.476 2.111 -0.239  -0.135
H -1.221 1.081 0.384  0.074
C 0.488 -2.211 -6.128  -0.162
C -2.669 -1.610 -2.139  -0.196
H -2.862 -2.032 -1.152  0.119
C 2.575 -0.912 7.184  -0.175

The HOMO energy is -0.1688 hartree. For the largest force on an atom, the calculation gives 0.8 eV/A. Its net charge is -1. The value obtained for the HOMO-LUMO gap is 7.0 eV.



# 2
A cluster of 3 separate species, C17H39N2O7P in total, computed with ωB97M-V/def2-TZVPD.

Last column: Löwdin charge in e.
Element x y z (Å)
C -3.903 2.610 -5.523  -0.218
O 0.558 -0.696 7.225  -0.198
C 0.534 -2.092 3.234  -0.197
H 2.137 -0.815 0.058  0.124
H -3.419 3.427 -6.065  0.120
H 2.108 -3.185 2.312  0.121
H 0.502 0.641 1.302  0.113
H -4.097 0.298 -4.408  0.077
H 3.182 0.035 1.192  0.105
P 4.357 2.157 -0.286  0.897
H -0.612 0.951 7.713  0.088
H 6.279 1.016 0.684  0.026
H 1.139 1.207 7.571  0.088
C -1.635 -0.846 -3.858  -0.223
O -2.285 -1.893 -4.562  -0.182
H -6.204 0.884 -7.123  0.086
C -2.875 1.887 -4.684  -0.218
H -0.739 -2.227 7.632  0.122
H 0.144 1.022 6.109  0.083
H -2.017 -0.867 -6.350  0.087
H 2.716 -0.583 5.158  0.074
H 6.533 1.381 -1.029  0.040
H -6.058 0.938 -5.352  0.082
H 4.584 3.896 -1.580  0.039
N -3.505 0.888 -3.838  -0.048
C 0.285 0.686 7.143  -0.118
C 1.300 1.071 0.706  -0.080
C 1.930 -2.701 3.275  -0.220
O 1.960 1.597 -1.454  -0.003
H -0.972 -1.332 -3.138  0.119
O -0.249 1.621 -1.120  0.129
C -0.133 -2.326 5.584  -0.218
H -2.120 1.470 -5.366  0.108
C 3.081 0.923 -0.836  -0.443
O -4.488 1.733 -6.479  -0.198
H 0.769 -2.906 5.826  0.108
C -2.702 -1.576 -5.873  -0.108
O 2.965 -1.747 3.435  -0.193
H 0.656 -0.688 4.695  0.079
C 2.484 0.174 0.366  -0.174
H 2.019 -3.474 4.048  0.111
H -2.365 2.616 -4.046  0.127
H -3.709 -1.150 -5.904  0.073
H 4.354 -1.139 4.783  0.087
C 3.302 -1.422 4.770  -0.098
H 1.680 1.979 1.185  0.124
H 0.519 -1.353 2.430  0.097
H -2.705 -2.502 -6.450  0.085
H -0.931 -3.042 5.364  0.125
H -1.001 -0.275 -4.548  0.111
C 5.809 1.021 -0.299  -0.263
H -3.167 -0.570 -2.407  0.120
H 5.536 -0.004 -0.556  0.037
C -2.577 0.060 -3.077  -0.196
H -1.408 -0.936 6.616  0.122
O 4.556 2.948 -1.727  -0.310
C -0.515 -1.536 6.815  -0.217
C 0.849 1.463 -0.678  -0.475
H -4.681 3.036 -4.880  0.121
H 3.487 0.234 -1.576  0.125
H -1.966 0.714 -2.449  0.091
H 3.159 -2.277 5.437  0.088
H -0.171 -2.881 2.950  0.122
C -5.862 1.485 -6.281  -0.123
H -6.438 2.416 -6.257  0.086
N 0.037 -1.447 4.439  -0.048

Its SMILES is CP(O)[C@H]1CCC(=O)O1.COCCNCCOC.COCCNCCOC. The HOMO energy is -0.3019 hartree. For the largest force on an atom, the calculation gives 0.3 eV/A. Its net charge is 0. The value obtained for the HOMO-LUMO gap is 8.9 eV.



# 3
A structure of composition C17H39N4O8P3PdS2, computed with ωB97M-V/def2-TZVPD.

Last column: Löwdin charge in e.
Element x y z (Å)
C 3.446 1.682 -3.609  -0.063
C -1.707 2.347 2.042  -0.107
H -4.635 1.780 2.521  0.067
C -1.790 0.654 3.796  -0.098
O 3.833 -1.117 3.313  -0.101
H -1.693 -2.441 0.922  0.013
P -2.751 0.034 1.295  0.515
H 4.053 1.904 1.878  0.080
O 3.621 -2.216 0.526  -0.292
H -4.555 -0.543 3.310  0.059
N -4.187 0.759 0.765  -0.300
H 4.189 1.368 -2.874  0.074
H 1.244 -1.387 -3.997  0.073
H 3.375 0.904 -4.372  0.076
P 4.080 -0.841 0.764  0.439
N -3.112 -1.394 2.054  -0.309
Pd 0.512 -2.000 -0.755  0.469
O 1.035 -1.253 2.488  -0.338
O 1.393 1.099 3.583  -0.348
O 3.929 0.205 -0.408  -0.158
C 1.229 -0.327 -1.664  -0.124
H 3.789 1.572 3.597  0.065
H -2.012 2.553 1.016  0.076
N -2.288 1.082 2.491  -0.295
H -0.616 2.302 2.076  0.065
H 1.232 3.207 -1.433  0.085
H -5.600 2.257 1.112  0.073
O -1.884 -0.179 0.125  -0.289
H -2.056 3.165 2.684  0.074
N 0.947 -3.374 -3.314  -0.127
C -4.130 -1.516 3.063  -0.139
H -2.314 1.205 4.589  0.074
C 2.199 3.025 -1.903  -0.055
C 1.655 0.658 -2.251  -0.178
H 3.110 -1.765 3.263  0.072
H 0.957 1.480 -4.743  0.072
C -5.139 1.408 1.631  -0.156
H -4.016 -0.333 -1.002  0.072
C 4.204 1.172 2.673  -0.095
O 1.244 0.851 1.072  -0.192
H -0.716 0.832 3.883  0.046
C 2.083 1.892 -2.934  -0.632
C -2.434 -2.629 1.695  -0.108
H 0.801 0.187 0.504  -0.008
H -3.718 -1.940 3.987  0.078
H 3.786 2.609 -4.083  0.071
H 0.065 2.406 -3.533  0.083
H -0.852 -1.206 -5.025  0.054
H 1.330 3.202 -4.500  0.071
H 3.041 0.135 -0.862  0.019
H -5.956 0.735 1.939  0.068
H -3.151 -3.363 1.310  0.078
H 2.902 2.751 -1.116  0.077
O 5.696 -0.749 0.946  -0.154
C -0.030 -3.153 -2.297  -1.301
H -4.945 -2.175 2.732  0.078
H -0.907 -2.922 -5.486  0.051
S -1.520 -2.592 -3.165  0.787
H -1.958 -0.410 3.939  0.065
H 1.436 -2.676 -5.219  0.101
H 1.860 -3.421 -2.878  0.101
H 5.275 0.990 2.781  0.066
H -5.560 -0.579 -0.142  0.075
C 1.043 2.272 -3.996  -0.069
H 5.929 -1.378 1.640  0.067
C 3.471 -0.116 2.334  -0.589
H -1.917 -3.050 2.564  0.086
H -5.260 0.930 -1.029  0.074
C 0.862 -2.353 -4.346  -0.301
C -4.788 0.158 -0.411  -0.125
P 1.623 0.125 2.473  0.275
H 2.544 3.947 -2.385  0.071
C -0.621 -2.221 -4.700  -0.480
S -0.204 -4.227 -0.940  0.399

The HOMO energy is -0.0559 hartree. For the largest force on an atom, the calculation gives 0.5 eV/A. Its net charge is -2. The value obtained for the HOMO-LUMO gap is 6.0 eV.



# 4
A structure of composition C17H39N5O7Tl, computed with ωB97M-V/def2-TZVPD.

Last column: Löwdin charge in e.
Element x y z (Å)
H -7.231 -19.051 19.077  0.083
N -2.986 -14.445 15.897  0.025
C 1.005 -12.808 17.982  -0.022
O -1.862 -15.626 17.425  -0.051
H 4.411 -18.255 20.818  0.140
N 1.310 -12.974 19.431  0.034
H 2.167 -12.563 19.771  0.133
H 0.026 -12.339 17.880  0.070
C 3.821 -16.411 19.855  -0.046
H 3.450 -15.650 20.541  0.072
H -3.225 -20.753 19.017  0.120
H -5.039 -18.848 23.423  0.088
H -6.634 -20.491 19.947  0.081
H -2.270 -16.235 14.279  0.083
H -3.916 -13.356 17.437  0.095
H 2.722 -15.784 16.598  0.076
H 2.092 -13.151 21.697  0.072
O -3.790 -17.944 21.300  -0.077
H -1.086 -20.494 16.862  0.108
C 0.694 -13.827 20.203  -0.563
H -6.508 -19.223 22.558  0.066
H 2.275 -20.361 15.716  0.092
C -6.822 -19.419 20.018  -0.031
H 0.581 -19.305 16.979  0.093
H 1.513 -19.352 22.437  0.089
C -2.910 -20.270 18.092  -0.233
N -5.548 -18.635 20.201  0.049
H 1.739 -12.106 17.586  0.085
C 1.438 -17.499 16.876  -0.549
H 1.057 -19.621 14.607  0.085
O 1.360 -17.373 20.702  -0.094
H -3.497 -12.402 16.084  0.087
Tl -1.384 -17.341 19.699  1.240
H 1.806 -20.112 20.886  0.081
H -4.904 -18.636 19.422  0.096
H -3.486 -20.878 17.394  0.137
H 1.655 -14.848 21.857  0.067
H 3.456 -17.151 16.157  0.090
H -2.914 -17.337 15.382  0.088
H 0.566 -13.653 22.413  0.089
C -2.140 -16.573 15.307  0.015
C 2.221 -19.412 21.610  0.013
H 2.579 -18.843 14.808  0.079
H -1.170 -17.054 15.432  0.081
H -7.571 -19.319 20.803  0.076
H 0.926 -13.748 17.437  0.078
H -1.332 -21.796 17.801  0.131
C 2.392 -18.072 20.900  -0.492
N 1.182 -18.712 16.425  0.034
O -0.418 -20.203 18.742  -0.108
C -2.391 -15.531 16.319  -0.569
H 3.261 -16.311 18.925  0.066
C 2.455 -16.723 16.112  -0.007
C -4.959 -18.303 21.316  -0.571
H -5.974 -17.537 23.063  0.093
H 2.243 -16.537 15.059  0.094
O -0.174 -14.649 19.910  -0.033
C 1.269 -13.860 21.606  0.003
H -3.299 -14.320 14.945  0.146
O 0.845 -17.036 17.855  -0.053
N 3.624 -17.709 20.496  0.037
O -3.329 -18.921 18.101  -0.158
C 1.837 -19.434 15.345  -0.053
C -3.143 -13.245 16.677  -0.056
H 3.157 -19.816 21.998  0.075
H 4.823 -16.039 19.639  0.090
C -5.697 -18.497 22.628  0.018
H -2.209 -12.839 17.066  0.075
C -1.407 -20.711 17.881  -0.251

The HOMO energy is -0.4255 hartree. For the largest force on an atom, the calculation gives 5.9 eV/A. Its net charge is +1. The value obtained for the HOMO-LUMO gap is 4.7 eV.